14
Properties=species:S:1:pos:R:3:forces:R:3:nbo_charge:R:1 method="wB97M-V/def2-TZVPD" gap_ev="5.34 / 6.02" max_force_ev_per_a=4.5 spin_multiplicity=3 total_charge=0 e_tot_ev=-156862.080 s2=2.01 homo_energy_ev="-4.839 / -10.010"
C -0.47389 -1.13703 1.63780 0.3898 -1.5918 -0.0056 -0.717
C 0.54593 0.99583 -1.75224 0.9217 -1.3818 0.4406 -0.700
C -0.76315 -0.63657 0.23392 4.3156 -0.2865 1.3171 -0.361
C 0.56921 0.71578 -0.25239 -0.1800 -2.0996 0.3288 -0.065
Cl 0.36054 2.09512 0.80216 -0.1929 0.0222 -0.3152 0.031
Br -2.54391 0.23470 0.07029 -3.7237 1.7412 -0.6036 0.166
Br 2.27947 -0.12625 0.24571 -0.1647 -0.0241 -0.1570 0.052
H 0.13395 -2.17368 1.66279 -1.0747 2.4290 -0.1193 0.216
H 0.17256 -0.30135 2.05095 -1.2115 -1.3129 0.6873 0.240
H -1.50619 -1.42479 2.10244 1.9738 1.0853 -0.1825 0.232
H 0.21343 0.14928 -2.39178 -0.3659 0.5060 0.8067 0.244
H -0.01643 1.88123 -1.85588 -0.7391 0.9204 -0.7475 0.236
H 1.58458 1.11083 -2.07239 -0.1414 0.5856 0.0412 0.240
H -0.55609 -1.38311 -0.48138 0.1929 -0.5931 -1.4908 0.185